No. 1
A structure of composition C26H21NO7PSV, computed with the ωB97M-V functional and the def2-TZVPD basis.

Values from the calculation:
- electronic energy (hartree) = -3268.53311
- orbital gap (alpha / beta) (eV) = 6.39 / 8.38
- net charge = -1
- multiplicity = 4
- lowest unoccupied orbital energy (alpha / beta) (eV) = 2.44 / 2.14
- energy relative to the best compared isomer or geometry (same formula, charge and spin) (kJ/mol) = 22.3

Each line ends with the Löwdin spin population.
Geometry (Å):
V  -0.07  -1.91  -0.83  2.47
O  2.19  -3.26  -1.69  0.01
N  1.79  -1.95  -1.40  0.00
C  2.77  -1.14  -1.59  0.16
C  2.70  0.30  -1.36  0.01
C  3.96  0.94  -1.41  0.02
C  4.10  2.29  -1.18  0.00
C  2.99  3.06  -0.88  0.03
C  1.75  2.46  -0.85  0.00
C  1.57  1.10  -1.09  0.04
P  -0.14  0.43  -1.15  0.08
C  -1.05  1.33  0.15  0.01
C  -0.46  1.61  1.38  0.00
C  -1.21  2.14  2.42  0.00
C  -2.56  2.39  2.25  0.00
C  -3.17  2.10  1.03  0.00
C  -2.41  1.57  -0.01  0.00
C  -0.80  1.12  -2.71  0.01
C  -1.02  0.24  -3.76  0.00
C  -1.47  0.72  -4.99  0.00
C  -1.70  2.07  -5.17  0.00
C  -1.49  2.96  -4.12  0.00
C  -1.04  2.48  -2.90  0.00
H  1.43  -3.82  -1.40  0.00
H  3.72  -1.57  -1.88  0.01
H  4.83  0.33  -1.62  0.00
H  5.09  2.74  -1.21  0.00
H  3.09  4.12  -0.68  0.00
H  0.88  3.07  -0.61  0.00
H  0.59  1.39  1.54  0.00
H  -0.74  2.33  3.37  0.00
H  -3.15  2.79  3.06  0.00
H  -4.23  2.28  0.89  0.00
H  -2.90  1.33  -0.95  0.00
H  -0.88  -0.83  -3.63  0.00
H  -1.65  0.02  -5.80  0.00
H  -2.06  2.44  -6.13  0.00
H  -1.68  4.02  -4.25  0.00
H  -0.89  3.18  -2.08  0.00
O  -2.07  -2.62  -0.62  0.02
S  -1.47  -3.70  -1.51  0.02
O  -2.37  -4.69  -2.00  0.00
O  -0.77  -2.86  -2.57  0.02
O  -0.29  -4.19  -0.70  0.00
O  1.98  -2.54  1.76  0.01
C  0.88  -2.05  1.98  0.01
O  0.10  -1.47  1.11  0.04
C  0.32  -2.06  3.38  0.00
C  -1.03  -1.84  3.62  0.00
C  -1.52  -1.85  4.92  0.00
C  -0.65  -2.07  5.99  0.00
C  0.70  -2.28  5.75  0.00
C  1.18  -2.29  4.45  0.00
H  -1.69  -1.67  2.77  0.00
H  -2.57  -1.70  5.10  0.00
H  -1.03  -2.07  7.00  0.00
H  1.38  -2.45  6.58  0.00
H  2.22  -2.47  4.23  0.00

No. 2
A cluster of 2 separate species, C3H4BrNO2 in total, computed with the ωB97M-V functional and the def2-TZVPD basis.

Values from the calculation:
- electronic energy (hartree) = -2895.70487
- orbital gap (alpha / beta) (eV) = 8.34 / 8.08
- net charge = 0
- multiplicity = 1
- lowest unoccupied orbital energy (alpha / beta) (eV) = -2.09 / -1.25
- energy relative to the best compared isomer or geometry (same formula, charge and spin) (kJ/mol) = 634.8

Each line ends with the Mulliken charge.
Geometry (Å):
C  -0.65  -0.56  -0.52  -0.80
C  0.04  0.50  -0.08  0.20
C  1.42  0.46  0.29  -0.18
N  2.16  1.70  0.42  1.01
O  1.51  2.72  0.42  -0.59
O  3.36  1.63  0.52  -0.56
Br  2.53  -0.98  -0.15  -0.03
H  -1.68  -0.46  -0.81  0.26
H  -0.21  -1.54  -0.60  0.23
H  -0.41  1.47  -0.01  0.33
H  1.44  0.32  2.36  0.13

No. 3
A structure of composition C14H15N7OPt, computed with the ωB97M-V functional and the def2-TZVPD basis.

Values from the calculation:
- electronic energy (hartree) = -1119.88747
- orbital gap (eV) = 9.32
- net charge = +2
- multiplicity = 1
- lowest unoccupied orbital energy (eV) = -6.82
- energy relative to the best compared isomer or geometry (same formula, charge and spin) (kJ/mol) = 0.0

Each line ends with the Mulliken charge.
Geometry (Å):
Pt  -0.35  0.00  0.49  0.67
C  0.45  -4.29  0.51  -1.24
C  0.12  -2.96  -0.09  0.96
O  -0.21  -2.02  0.68  -0.81
N  0.17  -2.84  -1.41  -0.04
C  -0.08  -1.60  -2.15  -1.57
C  1.10  -0.67  -2.02  1.30
C  2.11  -0.62  -2.95  -0.77
C  3.24  0.16  -2.71  -0.33
C  3.32  0.85  -1.51  -0.71
C  2.27  0.77  -0.62  -0.19
N  1.17  0.05  -0.88  -0.18
H  0.17  -4.31  1.55  0.33
H  1.53  -4.44  0.44  0.34
H  -0.04  -5.10  -0.03  0.41
H  0.46  -3.65  -1.93  0.27
H  -0.99  -1.14  -1.79  0.27
H  -0.23  -1.87  -3.20  0.55
H  2.02  -1.18  -3.87  0.44
H  4.03  0.22  -3.44  0.45
H  4.19  1.45  -1.26  0.46
H  2.29  1.30  0.32  0.52
N  -3.12  0.06  3.57  0.13
C  -2.41  -0.73  2.76  0.01
N  -1.75  0.06  1.94  -0.23
C  -2.10  1.33  2.31  0.14
N  -2.94  1.36  3.30  -0.60
C  -1.54  2.42  1.52  0.70
C  -1.85  3.76  1.66  -0.33
N  -1.34  4.69  0.86  -0.47
C  -0.52  4.28  -0.09  -0.41
C  -0.18  2.94  -0.26  0.00
N  -0.68  2.01  0.55  -0.07
H  -3.75  -0.22  4.31  0.20
H  -2.40  -1.80  2.79  0.51
H  -2.53  4.08  2.45  0.46
H  -0.11  5.03  -0.76  0.38
H  0.48  2.62  -1.05  0.44

No. 4
A cluster of 5 separate species, C32H45Cl8F17NO3 in total, computed with the ωB97M-V functional and the def2-TZVPD basis.

Values from the calculation:
- electronic energy (hartree) = -6905.26355
- orbital gap (eV) = 8.69
- net charge = +1
- multiplicity = 1
- lowest unoccupied orbital energy (eV) = -2.98

Each line ends with the Mulliken charge.
Geometry (Å):
C  -2.49  0.25  2.15  -0.96
C  -3.21  -0.29  1.18  0.11
N  -4.15  -0.87  0.15  0.31
C  -3.95  -0.06  -1.11  -0.64
C  -4.63  1.41  -1.10  -0.48
C  -3.49  2.49  -1.61  -1.01
C  -2.58  2.84  -0.29  0.10
C  -2.24  4.44  -0.17  -0.81
C  -0.98  4.89  -1.10  -0.45
C  -0.38  6.34  -0.69  -0.79
C  0.62  6.32  0.58  -0.53
C  1.69  5.11  0.58  -0.36
C  2.60  5.08  1.95  -0.53
C  1.60  4.76  3.18  0.20
C  2.07  3.49  4.10  -0.36
O  0.99  2.56  4.40  -0.48
C  0.61  1.83  3.19  -0.11
C  -5.53  -0.79  0.75  -0.42
C  -6.75  -1.15  -0.25  -0.46
C  -8.16  -0.42  0.16  0.18
O  -9.20  -1.10  0.49  -0.49
O  -8.24  1.02  0.17  -0.44
C  -3.78  -2.33  0.03  -0.57
C  -2.47  -2.60  -0.91  -0.67
C  -1.89  -4.08  -0.66  0.65
F  -1.46  -4.66  -1.94  -0.31
F  -3.06  -4.90  -0.27  -0.34
C  -0.83  -4.25  0.53  0.47
F  -1.49  -3.82  1.76  -0.29
F  -0.59  -5.67  0.71  -0.28
C  0.53  -3.39  0.43  0.49
F  0.25  -1.98  0.71  -0.21
F  1.33  -3.82  1.57  -0.28
C  1.32  -3.48  -0.98  0.71
F  0.57  -2.61  -1.89  -0.30
F  1.38  -4.85  -1.41  -0.25
C  2.83  -2.91  -0.98  0.50
F  2.80  -1.51  -0.57  -0.28
F  3.70  -3.55  0.00  -0.29
C  3.62  -3.07  -2.40  0.45
F  4.59  -4.15  -2.23  -0.24
F  2.79  -3.46  -3.51  -0.25
C  4.49  -1.77  -2.82  0.49
F  5.36  -2.23  -3.91  -0.29
F  5.42  -1.37  -1.77  -0.25
C  3.65  -0.53  -3.42  0.67
F  3.90  -0.42  -4.85  -0.23
F  4.16  0.67  -2.78  -0.23
F  2.23  -0.63  -3.27  -0.17
H  -1.91  0.49  3.11  0.55
H  -2.82  0.11  -1.37  0.45
H  -4.45  -0.65  -1.97  0.47
H  -5.56  1.44  -1.81  0.28
H  -4.97  1.79  -0.08  0.43
H  -3.98  3.48  -1.97  0.43
H  -2.78  2.03  -2.41  0.27
H  -1.58  2.23  -0.28  0.14
H  -3.11  2.57  0.71  0.04
H  -1.93  4.63  0.93  0.22
H  -3.18  5.07  -0.36  0.36
H  -0.18  4.06  -1.18  0.27
H  -1.43  5.02  -2.18  0.32
H  0.11  6.90  -1.57  0.36
H  -1.30  6.99  -0.38  0.27
H  1.24  7.31  0.56  0.33
H  0.02  6.36  1.59  0.26
H  1.21  4.06  0.46  0.01
H  2.39  5.24  -0.33  0.32
H  3.32  4.17  1.84  0.31
H  3.18  6.07  2.11  0.33
H  0.56  4.54  2.73  -0.21
H  1.46  5.69  3.87  0.27
H  2.93  2.93  3.57  0.33
H  2.52  3.90  5.10  -0.10
H  -0.39  2.28  2.82  -0.05
H  0.47  0.70  3.45  0.18
H  1.41  1.93  2.37  0.18
H  -5.78  0.24  1.23  0.56
H  -5.57  -1.56  1.62  0.51
H  -6.96  -2.29  -0.11  0.39
H  -6.53  -1.01  -1.37  0.36
H  -7.64  1.29  -0.59  0.36
H  -3.67  -2.74  1.10  0.49
H  -4.64  -2.95  -0.47  0.29
H  -2.89  -2.60  -2.00  0.42
H  -1.69  -1.75  -0.88  0.25
C  3.82  5.99  7.11  -0.30
Cl  2.12  5.56  7.33  -0.13
Cl  4.30  5.88  5.41  -0.11
H  3.98  7.01  7.46  0.30
H  4.44  5.30  7.69  0.28
C  7.02  -6.70  -2.82  0.05
Cl  8.47  -5.78  -3.23  -0.16
Cl  7.10  -8.34  -3.48  -0.17
H  6.93  -6.76  -1.74  0.23
H  6.15  -6.19  -3.24  0.05
C  8.06  -3.56  -0.21  0.16
Cl  8.89  -4.89  0.60  -0.16
Cl  8.41  -2.01  0.58  -0.17
H  8.39  -3.51  -1.25  0.20
H  6.98  -3.74  -0.18  -0.04
C  -2.78  -7.41  -3.86  0.00
Cl  -4.36  -6.80  -3.34  -0.16
Cl  -2.80  -7.84  -5.58  -0.15
H  -2.03  -6.64  -3.70  0.00
H  -2.54  -8.30  -3.28  0.29

Values for maximum force, eV Å⁻¹, ordered as above
1.885, 1.878, 0.193, 8.146